No. 1
Molecular formula: C32H71NbO17P
Method: DFT, ωB97M-V/def2-TZVPD

ORCA input file:
```
! RIJCOSX wB97M-V def2-TZVPD def2/J DEFGRID3
* xyz -1 1
C -1.0782 3.2182 -4.4044
C -1.4312 3.7675 -3.0285
C -2.8549 4.3629 -2.9703
C -3.6903 3.8163 -1.8056
C -4.4044 2.4965 -2.1481
C -3.6911 1.2058 -1.7158
C -3.6765 0.9862 -0.1983
Nb -2.3300 -0.8159 0.2625
O -2.2504 -1.5433 -1.5814
C -0.6296 0.6038 -0.2935
C 0.3685 1.0450 0.8048
C -0.8870 -2.1329 1.3459
C -0.4500 -3.3815 0.5473
C 1.0512 -3.3663 0.2146
C 1.9028 -4.1504 1.2232
C 3.2475 -3.4946 1.5265
C 4.1424 -3.3708 0.2936
C -4.2373 -1.9596 0.6716
C -4.1540 -3.3659 1.3142
C -4.2394 -3.3856 2.8642
C -3.1218 -4.1174 3.6153
O -2.3462 -3.2061 4.3700
C -1.1056 -3.7101 4.7913
P -2.5350 0.3833 2.5996
O -3.8785 0.2139 3.2290
O -1.3685 -0.1088 3.6431
O -2.1695 1.9931 2.5504
H -1.1200 4.0000 -5.1681
H -1.7855 2.4330 -4.6877
H -0.0702 2.8000 -4.4201
H -1.3586 2.9419 -2.3196
H -0.7025 4.5296 -2.7429
H -3.3821 4.1272 -3.9011
H -2.7792 5.4506 -2.8971
H -4.4369 4.5567 -1.5077
H -3.0362 3.6665 -0.9401
H -5.4116 2.4853 -1.7191
H -4.5338 2.4466 -3.2382
H -2.6720 1.2076 -2.1135
H -4.2205 0.3649 -2.1740
H -3.3918 1.9191 0.2934
H -4.6846 0.7290 0.1431
H -2.8877 -2.2681 -1.6633
H -0.0676 0.1397 -1.1154
H -1.0639 1.5100 -0.7323
H 1.3975 1.0333 0.4254
H 0.3525 0.4237 1.7007
H 0.1921 2.0747 1.1258
H -1.3345 -2.4070 2.3012
H -0.0056 -1.5494 1.6251
H -0.6469 -4.2668 1.1666
H -1.0218 -3.5349 -0.3716
H 1.4036 -2.3300 0.1896
H 1.2007 -3.7864 -0.7843
H 2.0810 -5.1678 0.8559
H 1.3478 -4.2540 2.1612
H 3.0414 -2.4906 1.9119
H 3.7638 -4.0441 2.3187
H 5.1791 -3.1692 0.5696
H 4.1118 -4.2836 -0.3077
H 3.8135 -2.5458 -0.3409
H -4.7683 -2.0444 -0.2904
H -4.8723 -1.3216 1.2966
H -5.0070 -3.9444 0.9386
H -3.2683 -3.9282 0.9900
H -5.1768 -3.8796 3.1328
H -4.3017 -2.3641 3.2507
H -2.4755 -4.6574 2.9069
H -3.5438 -4.8648 4.3043
H -1.1423 -4.7952 4.9590
H -0.3278 -3.4991 4.0474
H -0.8417 -3.2215 5.7296
H -1.3022 0.4919 4.3989
H -2.1256 2.2802 1.6303
C -0.2942 -0.4984 -5.4670
O -0.1250 -0.4897 -6.8990
C 0.7112 0.4468 -7.3368
O 1.2599 1.2595 -6.6425
O 0.8131 0.3496 -8.6664
C 1.6795 1.3248 -9.2527
H -1.0085 -1.2856 -5.2505
H 0.6538 -0.7045 -4.9760
H -0.6853 0.4548 -5.1200
H 2.6912 1.2213 -8.8649
H 1.3171 2.3310 -9.0502
H 1.6629 1.1255 -10.3199
C 0.8313 2.6977 4.1184
O 2.1124 2.0659 4.2674
C 3.0578 2.8316 4.7867
O 2.9422 3.9783 5.1411
O 4.1862 2.1161 4.8577
C 5.3008 2.8246 5.3989
H 0.1703 1.9551 3.6837
H 0.4510 3.0124 5.0892
H 0.9029 3.5553 3.4529
H 5.0946 3.1478 6.4182
H 5.5415 3.6919 4.7864
H 6.1303 2.1231 5.3912
C 9.6204 -1.2515 4.1997
O 10.4691 -0.8954 5.2996
C 10.1729 0.2750 5.8588
O 9.2906 1.0170 5.5146
O 11.0196 0.4876 6.8668
C 10.8039 1.7207 7.5608
H 9.9810 -2.2154 3.8555
H 8.5853 -1.3296 4.5253
H 9.6961 -0.5129 3.4045
H 9.8075 1.7449 7.9976
H 10.9242 2.5661 6.8861
H 11.5580 1.7508 8.3410
C -6.5810 0.4784 -4.0434
O -5.3835 -0.0142 -4.6520
C -4.9948 0.6566 -5.7329
O -5.5705 1.5895 -6.2324
O -3.8506 0.1262 -6.1596
C -3.2772 0.7682 -7.3012
H -6.7567 -0.1652 -3.1873
H -6.4464 1.5079 -3.7167
H -7.4159 0.4219 -4.7399
H -3.0614 1.8128 -7.0795
H -3.9365 0.7095 -8.1657
H -2.3516 0.2400 -7.5055
*
```

## Properties
highest occupied orbital energy = -0.17293 Eh
E = -2939.328669 Ha
frontier orbital gap = 6.6 eV
strongest force on any atom = 0.052 Eh/bohr
lowest unoccupied orbital energy = 1.9 eV



No. 2
Molecular formula: C32H72ClN4
Method: DFT, ωB97M-V/def2-TZVPD

ORCA input file:
```
! RIJCOSX wB97M-V def2-TZVPD def2/J DEFGRID3
* xyz 3 1
Cl -0.4742 -0.2875 -1.2290
C 3.5987 -4.6628 -4.2829
C 3.9947 -6.1278 -4.2279
C 5.1616 -6.3564 -5.1787
N 6.1704 -7.5677 -5.0079
C 7.0504 -7.2221 -3.7575
C 5.4191 -8.8945 -4.9044
C 6.2983 -9.9057 -5.6806
C 7.4628 -9.1053 -6.2905
C 7.0151 -7.6658 -6.1955
H 3.0603 -4.4481 -5.2060
H 4.4228 -3.9770 -4.0863
H 2.8845 -4.2967 -3.5453
H 3.1965 -6.8027 -4.5370
H 4.1251 -6.3325 -3.1653
H 5.7037 -5.4371 -5.3999
H 4.8112 -6.5324 -6.1957
H 6.3691 -7.2841 -2.9089
H 7.5964 -6.2841 -3.6572
H 7.7453 -8.0419 -3.5759
H 5.3506 -9.3125 -3.9001
H 4.4451 -8.8239 -5.3886
H 6.5370 -10.8022 -5.1083
H 5.7119 -10.2091 -6.5479
H 8.3999 -9.3324 -5.7824
H 7.6719 -9.3310 -7.3362
H 7.8554 -6.9910 -6.3591
H 6.3226 -7.4766 -7.0157
C 1.9949 1.8170 6.7286
C 0.7202 1.1391 6.3189
C 1.0745 -0.2319 5.7023
N -0.3760 -1.0388 5.5346
C -1.3020 -0.3495 4.4869
C -1.2843 -1.2639 6.7784
C -2.0499 -2.5710 6.3772
C -1.4483 -3.2395 5.1794
C -0.0995 -2.4583 5.0182
H 1.6663 2.6864 7.2980
H 2.5691 2.0721 5.8380
H 2.6487 1.2261 7.3701
H 0.1690 1.7165 5.5767
H 0.0105 1.0157 7.1370
H 1.5219 -0.8718 6.4628
H 1.7378 -0.2524 4.8375
H -2.1352 -1.0055 4.2349
H -0.6103 -0.3462 3.6445
H -1.7674 0.5539 4.8813
H -1.9168 -0.3858 6.9088
H -0.5771 -1.3681 7.6012
H -3.0237 -2.1677 6.0990
H -2.1987 -3.2716 7.1989
H -2.1066 -3.2729 4.3112
H -1.2930 -4.2873 5.4365
H 0.3063 -2.3500 4.0124
H 0.7199 -2.7712 5.6654
C 1.0323 7.7293 3.5528
C 0.4091 7.2446 2.1522
C 1.3041 6.1882 1.5905
N 1.0755 5.8689 0.0954
C -0.2915 5.2746 -0.2675
C 1.4968 7.1442 -0.6464
C 2.6839 6.7842 -1.6242
C 2.4964 5.2656 -1.8594
C 2.1516 4.8207 -0.4518
H 1.9275 8.3437 3.4560
H 1.4874 6.8741 4.0523
H 0.3174 8.2293 4.2063
H -0.0326 8.1178 1.6722
H -0.5369 6.7575 2.3885
H 1.0203 5.2876 2.1350
H 2.3530 6.3953 1.8030
H -0.3362 4.7964 -1.2460
H -1.0976 5.9692 -0.0311
H -0.3855 4.5447 0.5366
H 0.5980 7.6058 -1.0553
H 1.9861 7.9136 -0.0492
H 2.6196 7.3215 -2.5704
H 3.6897 7.0117 -1.2711
H 1.6401 5.0744 -2.5061
H 3.3657 4.8261 -2.3484
H 1.8430 3.7883 -0.2879
H 3.0330 4.8993 0.1846
C -7.0621 1.5765 -4.4790
C -6.4937 2.2885 -3.3113
C -5.8689 1.3834 -2.1404
N -6.3543 1.5683 -0.6779
C -5.7718 0.4387 0.2534
C -7.9035 1.4566 -0.6835
C -8.3170 2.4404 0.4187
C -7.0832 3.2522 0.8974
C -5.9838 2.9658 -0.0901
H -8.0926 1.3342 -4.2194
H -6.4541 0.6851 -4.6330
H -7.1759 2.1273 -5.4127
H -7.1208 3.0136 -2.7925
H -5.7194 2.9144 -3.7548
H -4.7812 1.3859 -2.0695
H -6.2860 0.3784 -2.2050
H -6.5390 0.2411 1.0020
H -4.8376 0.8187 0.6669
H -5.4694 -0.4989 -0.2131
H -8.2979 0.4712 -0.4356
H -8.3048 1.6819 -1.6716
H -8.7304 1.7778 1.1790
H -9.0806 3.1622 0.1287
H -6.8273 2.9984 1.9261
H -7.1838 4.3196 1.0941
H -5.0271 2.9462 0.4320
H -5.9399 3.5831 -0.9873
*
```

## Properties
highest occupied orbital energy = -0.41354 Eh
E = -1940.641284 Ha
frontier orbital gap = 6.0 eV
ΔE to the lowest compared entry with this formula, charge and spin = 125.0 kcal/mol
strongest force on any atom = 0.081 Eh/bohr
lowest unoccupied orbital energy = -5.3 eV



No. 3
Molecular formula: C32H72F10N9O20S10
Method: DFT, ωB97M-V/def2-TZVPD

ORCA input file:
```
! RIJCOSX wB97M-V def2-TZVPD def2/J DEFGRID3
* xyz 0 2
C 6.5763 -2.0333 -5.1199
C 5.5612 -1.2504 -5.9442
C 5.3494 0.1398 -5.2293
N 4.0836 1.0110 -5.7106
C 4.3465 1.7758 -6.9885
C 2.8576 0.0404 -5.7677
C 1.6360 0.9537 -5.5286
C 2.1026 1.9679 -4.5402
C 3.6702 2.0024 -4.5373
H 7.5212 -1.4965 -5.2048
H 6.6610 -2.9517 -5.7008
H 6.3723 -2.1841 -4.0598
H 4.6265 -1.8059 -5.8678
H 5.8128 -1.1563 -7.0006
H 6.1786 0.8421 -5.3147
H 5.1620 -0.1699 -4.2012
H 4.1568 1.1619 -7.8689
H 5.3134 2.2695 -6.8906
H 3.5339 2.5018 -7.0114
H 2.9185 -0.5378 -6.6896
H 2.9927 -0.6029 -4.8982
H 1.5172 1.4639 -6.4844
H 0.7531 0.3860 -5.2346
H 1.8117 3.0082 -4.6862
H 1.6012 1.6518 -3.6254
H 4.1360 2.9779 -4.6767
H 4.0483 1.5167 -3.6377
C 0.9030 -1.1065 2.1422
C 0.5341 -1.0083 0.6974
C -0.9989 -1.0053 0.5489
N -1.4599 -1.0203 -0.9730
C -1.2616 -2.4368 -1.5797
C -0.9138 0.0222 -1.9167
C -1.9373 1.1554 -2.1129
C -3.0271 0.7524 -1.1143
C -2.9730 -0.7716 -1.0534
H 1.9898 -1.1171 2.2253
H 0.5707 -2.0426 2.5909
H 0.6259 -0.2355 2.7361
H 1.0176 -1.7710 0.0869
H 0.8313 -0.0053 0.3910
H -1.3468 -0.0421 0.9222
H -1.4239 -1.8139 1.1436
H -1.9058 -3.2074 -1.1564
H -0.2073 -2.6727 -1.4350
H -1.6477 -2.3088 -2.5910
H -0.6218 -0.3974 -2.8794
H 0.0178 0.4197 -1.5141
H -2.3124 1.0714 -3.1329
H -1.5680 2.1672 -1.9454
H -4.0463 1.0989 -1.2853
H -2.8624 1.1463 -0.1114
H -3.4932 -1.2045 -1.9079
H -3.5277 -1.1551 -0.1971
C -1.8259 5.2530 -3.1723
C -1.7772 6.1282 -1.8812
C -2.0493 5.2331 -0.6071
N -2.0419 5.9659 0.8061
C -3.2010 6.9994 0.8009
C -0.6822 6.5188 1.3277
C -0.8329 6.7080 2.8345
C -1.5358 5.4418 3.2751
C -2.3195 4.9965 2.0254
H -1.5177 5.8914 -4.0004
H -2.7501 4.7805 -3.5049
H -1.1645 4.3929 -3.0682
H -2.5291 6.9112 -1.9795
H -0.8334 6.6630 -1.7751
H -1.1980 4.5523 -0.6169
H -3.0149 4.7346 -0.6914
H -2.9812 7.7903 0.0837
H -3.3976 7.3852 1.8011
H -4.0373 6.3764 0.4836
H -0.4012 7.4518 0.8393
H 0.0578 5.7341 1.1704
H -1.4770 7.5358 3.1312
H 0.1504 6.9015 3.2632
H -2.3217 5.7368 3.9704
H -0.9070 4.6522 3.6864
H -3.3537 4.7449 2.2603
H -1.9848 4.0044 1.7224
C 2.7696 -0.9430 5.7599
C 1.6097 -1.8596 6.1292
C 2.1501 -3.0812 6.9605
N 1.0473 -4.0881 7.4446
C -0.0131 -3.3838 8.2778
C 0.3017 -4.8252 6.2573
C 0.0640 -6.2445 6.7934
C 0.8373 -6.4314 8.0927
C 1.7394 -5.2214 8.2166
H 3.3827 -0.6442 6.6101
H 2.4436 -0.0658 5.2011
H 3.4947 -1.3481 5.0540
H 1.0547 -2.1315 5.2314
H 0.8657 -1.2679 6.6625
H 2.4916 -2.5487 7.8482
H 2.9440 -3.6393 6.4642
H -0.7736 -4.0482 8.6881
H -0.5431 -2.7047 7.6099
H 0.4970 -2.7937 9.0392
H -0.5788 -4.3487 5.8263
H 0.9472 -4.9245 5.3846
H -1.0118 -6.2896 6.9632
H 0.2127 -6.9838 6.0064
H 0.3106 -6.6863 9.0123
H 1.5066 -7.2913 8.0646
H 1.8814 -4.8472 9.2305
H 2.6422 -5.5653 7.7119
N -3.5014 -1.8131 -4.6848
S -3.4332 -3.4274 -4.8133
O -3.5323 -4.0267 -6.1216
O -3.8090 -4.2622 -3.6830
F -1.7955 -3.4626 -4.8369
S -4.9831 -1.6822 -5.0438
O -5.9582 -2.0083 -3.9860
O -5.4393 -1.7697 -6.4590
F -5.0339 -0.0672 -4.9284
N -6.4591 1.8637 0.6050
S -5.4274 2.8582 1.4660
O -4.1302 2.2496 1.9808
O -6.0049 3.8870 2.3171
F -4.9469 3.7832 0.2686
S -6.3954 0.7032 1.5204
O -7.0568 0.9439 2.7635
O -5.3155 -0.2530 1.3964
F -7.6770 -0.0667 0.8459
N 2.0654 4.4467 0.9637
S 2.0929 3.4192 1.9953
O 3.2749 2.5003 2.0390
O 0.7998 2.8515 2.3960
F 2.4028 4.4336 3.2525
S 1.6324 3.4043 -0.3470
O 0.3351 2.7083 -0.2583
O 2.8124 2.6911 -0.8361
F 1.4193 4.5583 -1.4833
N -0.9091 -5.1611 0.5311
S -2.0293 -5.1981 1.4679
O -2.4802 -6.5107 1.9307
O -3.1244 -4.1805 1.2980
F -1.1963 -4.6485 2.7380
S -1.5728 -6.2324 -0.6575
O -2.7147 -5.7411 -1.4046
O -1.3170 -7.6475 -0.5931
F -0.4124 -5.8012 -1.7459
N 2.7174 -3.1899 -1.5796
S 2.4554 -3.1820 -3.0591
O 3.5743 -3.3870 -3.9721
O 1.3317 -2.3051 -3.4834
F 1.7737 -4.6853 -3.0657
S 3.6166 -1.7656 -1.6209
O 2.9088 -0.5549 -1.9330
O 5.0183 -1.9093 -2.0585
F 3.8225 -1.6335 -0.0049
*
```

## Properties
highest occupied orbital energy (alpha / beta) = -0.32096 / -0.32094 Eh
E = -8240.014497 Ha
frontier orbital gap (alpha / beta) = 7.2 / 2.7 eV
strongest force on any atom = 0.230 Eh/bohr
lowest unoccupied orbital energy (alpha / beta) = -1.5 / -6.1 eV